Here is a molecular structure, C36H26N3O9TeTi from the Open Molecules 2025 dataset. Energies are from ωB97M-V with the def2-TZVPD basis set.

Structure (XYZ):
```
76
Properties=species:S:1:pos:R:3:forces:R:3
Ti -0.26645 -0.40805 -0.27671 0.26 -0.46 -0.35
C -6.49212 2.63129 -1.27068 0.01 -0.01 0.00
C -5.23778 1.79845 -1.25345 0.01 -0.01 -0.04
C -4.75316 1.18692 -2.40921 -0.06 0.00 0.04
C -3.60662 0.41391 -2.39585 0.05 -0.07 -0.02
C -3.07615 -0.14200 -3.68560 0.00 0.18 -0.03
O -3.82028 -0.59512 -4.52471 -0.03 -0.06 0.02
C -1.60164 -0.03119 -3.92320 0.00 -0.08 0.01
C -0.98218 -0.96136 -4.74827 -0.01 0.04 -0.01
C 0.39018 -0.90899 -4.94443 0.02 0.01 0.00
C 1.14393 0.08476 -4.33367 0.00 -0.06 -0.01
C 0.52439 1.03122 -3.52610 -0.02 0.05 -0.02
C -0.84475 0.96966 -3.31752 0.10 0.00 -0.08
C -2.91708 0.19502 -1.19640 -0.02 -0.05 -0.03
O -1.89494 -0.65382 -1.18431 0.04 0.21 0.34
C -3.34115 0.86291 -0.02757 0.00 0.01 0.02
C -4.51233 1.63317 -0.08810 -0.02 0.05 0.01
C -2.57720 0.82680 1.22539 0.13 -0.03 0.15
N -1.33882 0.44373 1.27480 -0.32 0.08 0.10
C -0.58593 0.40009 2.54860 -0.03 -0.10 -0.10
C -0.64276 -0.99397 3.15306 -0.01 0.04 0.05
Te 0.58794 -1.13876 4.90219 -0.03 0.01 -0.03
C -0.45331 0.34843 5.98442 0.03 -0.03 0.00
C -1.52432 -0.00168 6.80260 0.01 0.00 0.00
C -2.16986 0.96711 7.55864 -0.04 0.00 -0.01
C -1.75213 2.28905 7.50138 -0.03 0.01 -0.01
C -0.68989 2.64451 6.68307 0.01 0.00 -0.03
C -0.03848 1.67701 5.92859 -0.02 0.01 0.01
C -3.29014 1.27799 2.46041 0.00 0.02 -0.06
C -3.07187 2.54704 2.98620 0.04 -0.01 0.00
C -3.77465 2.96012 4.10748 0.02 0.00 0.02
C -4.69710 2.11077 4.70175 0.02 0.00 0.05
C -4.91745 0.84639 4.17588 0.01 -0.02 0.01
C -4.21907 0.43017 3.05192 -0.01 -0.01 -0.01
H -6.88484 2.72472 -2.28205 0.00 0.00 0.00
H -6.30391 3.63542 -0.88815 -0.01 0.00 0.00
H -7.26937 2.18195 -0.65039 0.00 0.00 0.00
H -5.27116 1.31485 -3.35330 0.01 0.00 0.01
H -1.58466 -1.72829 -5.21733 0.00 0.01 0.01
H 0.87345 -1.64664 -5.57182 0.00 0.01 0.00
H 2.21507 0.12384 -4.48659 -0.01 0.00 0.00
H 1.10634 1.81346 -3.05651 0.00 0.01 -0.01
H -1.32765 1.70360 -2.68192 0.00 0.04 -0.04
H -4.85208 2.13416 0.81097 0.01 -0.02 -0.02
H -0.97184 1.12923 3.25451 -0.04 0.08 0.03
H 0.44722 0.67783 2.32579 0.00 -0.02 -0.04
H -0.25993 -1.74680 2.46273 0.01 -0.03 0.00
H -1.66457 -1.25683 3.42479 0.00 0.00 0.00
H -1.84292 -1.03491 6.86164 0.00 0.01 -0.01
H -2.99576 0.68492 8.19975 0.01 0.01 -0.01
H -2.25158 3.04174 8.09862 0.01 -0.01 0.00
H -0.35768 3.67410 6.63750 0.00 -0.01 0.00
H 0.80125 1.95420 5.30358 0.01 0.00 0.01
H -2.35555 3.20972 2.51410 0.00 0.00 0.01
H -3.59898 3.94557 4.51845 -0.01 0.00 -0.01
H -5.24316 2.43458 5.57815 0.00 0.00 -0.01
H -5.63844 0.18351 4.63621 0.01 0.00 0.00
H -4.40432 -0.54790 2.62331 0.01 0.00 0.01
O 2.53216 -3.31355 0.16325 0.00 -0.02 0.02
C 2.08997 -2.19928 0.04660 -0.01 -0.02 0.04
O 0.79083 -1.93920 0.08721 0.04 0.31 -0.03
C 3.02067 -1.01966 -0.13604 -0.05 0.05 -0.01
C 4.37419 -1.30897 -0.10844 0.08 0.00 0.01
C 5.30944 -0.30485 -0.26869 -0.03 -0.04 0.08
C 4.93064 1.00900 -0.44936 0.02 0.09 0.03
C 3.58745 1.30771 -0.44538 -0.04 -0.12 -0.01
C 2.58755 0.31595 -0.31924 0.06 0.04 -0.01
O 1.32158 0.64026 -0.41016 -0.10 0.03 0.07
N 3.22885 2.72397 -0.59667 0.01 0.03 -0.01
O 2.28334 3.15220 0.03101 -0.08 -0.10 0.06
O 3.93345 3.39408 -1.32689 0.02 -0.02 -0.06
N 6.74035 -0.63315 -0.24432 0.05 -0.05 -0.29
O 7.04726 -1.79956 -0.10126 -0.02 0.12 0.09
O 7.52761 0.28048 -0.40633 -0.07 -0.07 0.12
H 4.68422 -2.33400 0.03400 0.00 -0.01 0.00
H 5.66491 1.78981 -0.58068 0.00 -0.01 0.00
```
Forces are in eV/Å.

As for the multiplicity: 2. The largest force on an atom is 0.01233 hartree/bohr. As for the LUMO energy (alpha / beta): -0.83 / -1.03 eV. The gap between HOMO and LUMO (alpha / beta) is 7.71 / 7.54 eV. Its net charge is 0. Its expectation value of S² is 0.75. As for the HOMO energy (alpha / beta): -8.5 / -8.6 eV. The molar mass is 820.083 g/mol. The value obtained for the energy relative to the best compared isomer or geometry (same formula, charge and spin) is 4.37 kcal per mole. The total energy is -3346.33980 Eh.

Results of the Löwdin charge analysis, in e, for atoms 1 through 8: atom 1 (Ti): 1.2091, atom 2 (C): -0.0433, atom 3 (C): -0.2443, atom 4 (C): 0.0521, atom 5 (C): -0.0735, atom 6 (C): -0.2909, atom 7 (O): 0.1224, atom 8 (C): -0.1515

=====

Here is a molecular structure, C54H41CdI4N10O in a non-equilibrium geometry from the Open Molecules 2025 dataset. Energies are from ωB97M-V with the def2-TZVPD basis set.

Structure (XYZ):
```
111
Properties=species:S:1:pos:R:3:forces:R:3
Cd -0.47450 0.00870 0.41060 0.63 -0.25 0.10
I 5.33440 6.57380 5.20440 -0.23 -0.27 -0.22
C 4.11190 5.18530 4.16720 0.35 0.39 0.29
C 3.11470 4.52330 4.85800 0.02 0.08 0.12
C 2.31950 3.62320 4.17540 0.03 -0.02 -0.11
C 2.51220 3.37700 2.81870 0.06 0.10 0.11
C 3.52100 4.05760 2.14730 -0.14 -0.12 0.06
C 4.32440 4.96350 2.82040 0.14 0.12 -0.05
C 1.62180 2.38530 2.16620 -0.11 -0.24 -0.19
C 2.04440 1.05270 2.17570 0.05 0.26 0.13
C 3.32960 0.60720 2.66090 0.02 -0.09 -0.03
C 3.35100 -0.74040 2.52040 0.06 0.10 0.00
C 2.05960 -1.11680 1.98770 0.02 -0.02 0.00
C 1.60150 -2.42820 1.78810 -0.35 0.13 -0.04
C 2.57510 -3.53580 1.81550 0.14 -0.15 -0.06
C 3.31920 -3.88470 2.93830 -0.12 0.04 -0.09
C 4.21960 -4.93450 2.89170 0.14 -0.06 0.09
C 4.38110 -5.63340 1.71080 0.35 -0.49 -0.01
I 5.76630 -7.23850 1.63140 -0.28 0.33 0.02
C 3.64160 -5.32250 0.58490 0.08 -0.16 -0.08
C 2.73890 -4.27930 0.64560 0.03 0.09 0.14
C 0.26850 -2.79080 1.54480 0.23 0.02 0.21
N -0.76170 -1.96020 1.28070 -0.04 -0.51 0.31
C -1.88410 -2.70860 1.21080 -0.36 0.09 0.09
C -3.16230 -2.25090 0.85540 0.43 0.13 0.04
C -4.22920 -3.25620 0.73130 -0.19 -0.14 -0.01
C -5.41130 -3.11820 1.45830 0.18 -0.02 -0.07
C -6.41640 -4.06190 1.37050 -0.18 -0.04 0.01
C -6.24110 -5.15150 0.53860 -0.42 -0.44 -0.04
I -7.77270 -6.61310 0.40390 0.31 0.30 0.02
C -5.08560 -5.31060 -0.20430 -0.08 -0.17 -0.08
C -4.08530 -4.36280 -0.10470 -0.07 0.19 0.04
C -3.49510 -0.92050 0.54570 0.04 0.06 0.06
C -4.70590 -0.50830 -0.13600 -0.07 0.05 -0.10
C -4.57450 0.81500 -0.38540 -0.07 -0.06 0.02
C -3.30440 1.21580 0.17880 -0.09 0.16 0.08
N -2.69410 0.14300 0.73670 -0.60 -0.07 0.21
C -2.77550 2.50600 0.15050 0.10 -0.34 0.13
C -1.55510 2.90050 0.72170 -0.05 0.14 0.08
C -1.17660 4.27590 0.95070 0.07 0.02 0.05
C 0.02360 4.24600 1.57930 -0.01 0.01 -0.07
C 0.39530 2.85240 1.67980 0.04 0.13 0.10
N -0.59410 2.07860 1.18460 0.00 0.58 0.17
C -3.50230 3.54670 -0.60640 -0.12 0.11 -0.08
C -4.66540 4.13540 -0.12760 0.13 -0.07 -0.03
C -5.30040 5.12690 -0.85430 -0.16 0.11 0.00
C -4.77210 5.50860 -2.07240 -0.30 0.42 -0.30
I -5.74830 7.02490 -3.18870 0.18 -0.28 0.21
C -3.62570 4.92700 -2.58000 0.04 0.10 -0.11
C -2.98860 3.95110 -1.83680 -0.07 -0.05 0.15
C -1.56310 -4.08580 1.51570 0.26 -0.14 0.05
C -0.22350 -4.14150 1.69110 -0.21 -0.10 -0.11
N 1.31510 -0.01260 1.77270 0.30 -0.14 0.15
H 2.95620 4.70240 5.91130 0.01 0.03 0.04
H 1.53510 3.09390 4.69600 -0.08 -0.05 0.04
H 3.67990 3.88070 1.09270 -0.02 -0.04 -0.07
H 5.10700 5.48940 2.29380 0.04 0.04 -0.01
H 4.10800 1.24180 3.04650 0.08 0.05 0.06
H 4.16020 -1.40140 2.77230 0.07 -0.09 -0.01
H 3.17440 -3.34680 3.86390 -0.02 0.07 0.06
H 4.78160 -5.20650 3.77310 0.05 -0.02 0.03
H 3.76170 -5.88710 -0.32790 0.03 -0.03 -0.04
H 2.14380 -4.02550 -0.22040 -0.04 0.03 -0.08
H -5.53070 -2.26430 2.10850 0.01 0.08 0.06
H -7.32280 -3.94680 1.94680 -0.04 -0.02 0.02
H -4.96420 -6.16100 -0.85890 -0.02 -0.06 -0.03
H -3.18160 -4.46590 -0.68820 0.08 -0.01 -0.03
H -5.51150 -1.15890 -0.43000 -0.09 0.00 -0.02
H -5.26080 1.45760 -0.90570 -0.10 0.07 -0.09
H -1.77400 5.13590 0.70590 -0.04 0.12 -0.05
H 0.61180 5.07880 1.92330 0.04 0.09 0.03
H -5.06300 3.82210 0.82680 -0.04 -0.02 0.09
H -6.19250 5.59810 -0.47010 -0.07 0.03 0.00
H -3.22760 5.22920 -3.53770 0.00 0.01 -0.03
H -2.09140 3.48100 -2.21100 0.09 -0.07 -0.04
H -2.25970 -4.89790 1.61320 -0.08 -0.07 0.01
H 0.37130 -5.00400 1.93040 0.05 -0.11 0.07
O -1.80530 0.74130 -3.69070 -0.62 -0.03 -1.19
C -1.31410 0.65970 -2.60940 0.13 0.20 0.20
N -0.78260 0.61900 -1.56660 0.22 0.27 -0.27
C -1.80120 -2.44930 -4.76650 -0.10 0.03 -0.06
C -2.12400 -3.29600 -3.53520 -0.30 -0.12 -0.54
C -1.34740 -2.83490 -2.41070 0.04 -0.16 0.30
N -0.69120 -2.48230 -1.54220 0.34 -0.04 0.16
H -2.33570 -2.83660 -5.63000 -0.05 -0.01 -0.10
H -0.73350 -2.47610 -4.97380 0.06 0.01 -0.04
H -2.08870 -1.41380 -4.59570 0.04 0.05 -0.04
H -1.87730 -4.34910 -3.71670 -0.11 0.13 0.11
H -3.18760 -3.22450 -3.28620 0.11 -0.07 0.00
C 3.36740 -0.66480 -1.09570 0.09 -0.03 0.18
N 2.11550 -0.10860 -1.58600 -0.04 -0.09 0.17
C 1.74820 -0.81940 -2.80680 -0.20 -0.15 -0.02
N 2.78370 -0.71660 -3.83600 -0.06 -0.15 -0.24
C 4.02200 -1.25740 -3.29220 0.14 -0.10 -0.09
N 4.44710 -0.56070 -2.08230 0.24 -0.11 0.07
C 4.61330 0.85100 -2.41510 0.19 0.07 0.00
N 3.38870 1.44880 -2.93200 0.06 0.31 -0.05
C 2.33650 1.29280 -1.92310 -0.13 0.16 0.05
C 2.98900 0.69980 -4.11930 0.02 0.08 -0.20
H 3.22060 -1.72030 -0.84760 0.00 0.05 0.04
H 3.67150 -0.12580 -0.19450 -0.05 -0.06 0.03
H 0.82030 -0.40100 -3.19890 0.05 -0.08 0.08
H 1.58850 -1.87240 -2.56200 -0.02 0.06 -0.03
H 4.81080 -1.16370 -4.04740 -0.04 -0.06 0.05
H 3.87590 -2.31640 -3.05590 0.02 0.05 -0.04
H 5.39570 0.94190 -3.17710 -0.01 0.02 0.08
H 4.92720 1.39040 -1.51590 -0.02 -0.01 -0.05
H 1.40310 1.71130 -2.30670 0.04 -0.02 0.08
H 2.62960 1.83810 -1.02010 -0.05 -0.03 0.00
H 3.77140 0.79600 -4.88090 -0.07 0.04 0.03
H 2.05720 1.12220 -4.50410 0.04 -0.02 -0.02
```
Forces are in eV/Å.

As for the multiplicity: 1. The largest force on an atom is 0.02606 hartree/bohr. As for the LUMO energy: 1.27 eV. The gap between HOMO and LUMO is 5.56 eV. Its net charge is -1. As for the HOMO energy: -4.3 eV. The molar mass is 1466.019 g/mol. The value obtained for the energy relative to the best compared isomer or geometry (same formula, charge and spin) is 6.33 kcal per mole. The total energy is -4063.82929 Eh.

Results of the Löwdin charge analysis, in e, for atoms 1 through 8: atom 1 (Cd): 1.3405, atom 2 (I): 0.7902, atom 3 (C): -0.7147, atom 4 (C): -0.1511, atom 5 (C): -0.0152, atom 6 (C): -0.2195, atom 7 (C): -0.0195, atom 8 (C): -0.1514

=====

Here is 2 unconnected molecules or ions with the total composition C4H8O2 in a non-equilibrium geometry from the Open Molecules 2025 dataset. Energies are from ωB97M-V with the def2-TZVPD basis set.

Structure (XYZ):
```
14
Properties=species:S:1:pos:R:3:forces:R:3
C -1.01554 -2.30670 -0.76462 -1.81 0.86 1.00
C -1.25608 -0.99046 -0.40214 0.02 -4.10 -2.14
C -0.30106 0.02257 -0.22056 1.64 -0.20 1.87
C -0.64889 1.27735 -0.44883 2.15 1.62 -0.14
O 0.19408 2.37919 -0.27902 -2.41 -0.84 -1.13
H -1.92655 -2.87097 -1.20246 1.82 0.65 1.11
H -0.10989 -2.86030 -0.45103 -0.42 0.46 -0.84
H -2.27461 -0.72162 -0.51235 -0.88 0.67 -0.32
H 0.69678 -0.29480 0.17523 -0.90 0.64 -0.61
H -1.53324 1.52044 -0.95897 -1.24 0.38 -0.30
H 0.77780 2.05191 0.36981 1.91 -0.23 1.34
O 2.21669 1.08831 1.32044 -0.66 -0.64 0.05
H 3.04810 1.46092 1.58145 0.69 0.28 0.24
H 2.13242 0.24417 1.79305 0.08 0.46 -0.15
```
Forces are in eV/Å.

As for the multiplicity: 1. The largest force on an atom is 0.08986 hartree/bohr. As for the SMILES: C=C/C=C/O.O. As for the LUMO energy: 0.43 eV. The gap between HOMO and LUMO is 8.38 eV. Its net charge is 0. As for the HOMO energy: -8.0 eV. The molar mass is 88.106 g/mol. The value obtained for the energy relative to the best compared isomer or geometry (same formula, charge and spin) is 59.61 kcal per mole. The total energy is -307.61744 Eh.

Results of the natural (NBO) charge analysis, in e, for atoms 1 through 8: atom 1 (C): -0.4246, atom 2 (C): -0.1951, atom 3 (C): -0.3584, atom 4 (C): 0.1815, atom 5 (O): -0.6808, atom 6 (H): 0.2012, atom 7 (H): 0.1943, atom 8 (H): 0.1937